# 1
Below is 14 unconnected molecules or ions with the total composition C64H108F24N8O28S8 at a distorted geometry, with properties calculated with ωB97M-V/def2-TZVPD.

Cartesian coordinates (Å):
S  1.749  -3.473  -6.912
S  3.647  1.984  5.128
S  5.980  -5.225  -0.198
S  5.902  1.238  -2.930
S  0.347  4.770  -0.480
S  -4.831  2.211  4.500
S  -2.745  -6.743  1.442
S  -2.607  -2.430  -1.922
F  -1.369  6.564  -1.472
F  -0.684  -3.282  -7.826
F  3.697  -5.529  1.218
F  -0.238  -7.314  1.784
F  0.074  -5.252  -7.844
F  0.740  6.944  -1.766
F  -0.683  -4.419  -6.074
F  5.431  -4.791  2.326
F  -0.800  -5.362  2.487
F  3.368  1.773  -3.473
F  -3.639  2.891  2.324
F  4.597  3.571  -2.983
F  -5.770  3.167  2.251
F  -1.388  -7.152  3.617
F  1.292  0.731  5.328
F  5.234  -6.893  1.793
F  -4.852  1.229  2.069
F  4.931  2.428  -4.833
F  -4.698  -3.863  -0.992
F  -0.141  7.391  0.120
F  2.724  0.009  6.765
F  2.860  -0.556  4.644
F  -4.799  -1.797  -0.432
F  -5.127  -2.366  -2.448
O  7.077  2.019  -2.974
O  5.929  0.101  -3.820
O  0.188  4.018  -1.695
O  2.473  -4.473  -6.164
O  -3.053  -8.145  1.593
O  -7.909  -1.294  1.637
O  -1.756  -2.576  -0.732
O  -0.538  4.410  0.560
O  -2.672  7.517  3.510
O  1.429  -2.298  -6.128
O  -3.599  -5.826  2.187
O  5.348  -3.968  -0.631
O  1.738  5.017  -0.085
O  5.962  -6.453  -1.039
O  -6.102  1.632  4.883
O  4.963  1.460  5.261
O  3.248  3.061  5.959
O  3.160  2.160  3.741
O  -3.643  1.326  4.635
O  2.081  -3.304  -8.291
O  5.294  0.799  -1.635
O  -2.591  -3.597  -2.761
O  -2.094  1.927  -1.197
O  -2.630  -1.113  -2.519
O  7.333  -4.972  0.331
O  -2.457  2.102  -7.802
O  -2.393  -6.412  0.105
O  -4.503  3.598  4.861
N  -0.936  5.175  4.689
N  -0.737  1.368  -5.179
N  -0.648  -6.303  -3.096
N  5.501  -3.299  -3.839
N  -6.419  -2.401  3.901
N  6.953  -1.943  2.714
N  -0.029  0.603  1.131
N  5.370  4.289  -0.059
C  -6.986  -0.533  2.306
C  6.562  -0.780  0.731
C  -2.007  -6.919  -3.087
C  6.820  2.384  -0.033
C  -0.417  1.975  -6.458
C  -0.255  3.368  6.393
C  0.486  5.675  4.469
C  4.223  -5.188  -3.266
C  3.038  -4.514  -3.321
C  -1.468  2.847  -7.095
C  4.589  2.334  -3.563
C  -2.272  0.959  -0.196
C  -1.973  6.647  2.743
C  0.617  1.206  2.342
C  -6.956  -3.650  3.215
C  0.650  1.079  -0.106
C  6.697  -1.950  1.392
C  4.977  -5.677  1.304
C  -1.451  5.898  5.869
C  -1.213  -6.626  2.336
C  1.795  -5.155  -3.206
C  0.046  -4.128  -7.145
C  1.472  4.703  3.757
C  -2.370  -0.646  -5.937
C  -3.867  -2.679  4.444
C  5.412  -4.587  -3.452
C  3.103  -3.157  -3.603
C  4.346  -2.603  -3.937
C  -8.642  -0.669  0.667
C  6.518  0.336  2.816
C  2.613  0.453  5.507
C  -3.271  2.950  -8.549
C  6.719  -2.666  -4.239
C  6.799  -0.856  3.412
C  -5.309  -2.692  4.963
C  -4.352  -2.615  -1.400
C  6.418  0.441  1.450
C  -5.945  -1.361  2.946
C  0.415  -0.253  -3.555
C  -0.779  2.508  -4.152
C  4.600  3.689  0.882
C  -1.811  5.295  3.440
C  0.332  -6.863  -3.849
C  4.907  2.452  1.321
C  -0.043  -0.905  1.145
C  7.516  -3.253  3.254
C  0.467  0.444  -4.863
C  1.562  -6.281  -3.995
C  6.487  3.702  -0.482
C  -5.846  -4.254  2.357
C  -0.666  -1.617  2.311
C  -0.895  3.607  5.069
C  5.994  1.737  0.846
C  -2.091  0.583  -5.104
C  -0.195  6.517  -0.936
C  -7.555  -1.827  4.611
C  0.833  -4.698  -2.364
C  -3.022  3.029  -1.279
C  -4.794  2.374  2.676
C  -3.060  8.796  3.066
C  2.066  0.587  -0.296
C  -0.401  -5.292  -2.268
C  5.023  5.628  -0.545
C  -1.438  1.081  1.048
H  -1.957  -7.906  -2.549
H  -5.486  -1.974  5.735
H  -2.518  -0.405  -7.043
H  -0.475  -0.835  -3.319
H  -7.278  -0.885  5.115
H  -3.873  2.352  -9.182
H  0.465  6.589  3.812
H  -0.614  4.076  7.204
H  -5.272  -0.674  3.532
H  -5.284  -1.847  2.227
H  -1.991  3.484  -6.333
H  -2.386  9.137  2.244
H  0.168  0.697  -0.982
H  -0.953  3.412  -7.783
H  3.752  4.133  1.227
H  2.658  0.566  0.597
H  -7.813  -2.634  5.326
H  -8.318  -1.717  3.841
H  -0.391  -2.749  2.250
H  -2.721  3.440  -2.253
H  2.552  0.984  -1.193
H  7.061  -3.087  -5.180
H  -3.219  -2.838  5.285
H  -7.101  -4.377  4.011
H  6.702  -3.918  3.552
H  6.382  -5.130  -3.365
H  -1.530  3.250  -4.430
H  -3.844  3.486  -7.801
H  -2.795  4.972  3.713
H  1.917  -0.450  -0.549
H  -2.768  3.715  -9.146
H  0.701  5.883  5.535
H  -4.092  8.792  2.586
H  -1.268  2.156  1.206
H  2.466  5.162  3.816
H  2.334  -6.638  -4.629
H  0.954  -1.371  1.129
H  -2.356  -7.058  -4.079
H  0.195  3.001  -4.314
H  -4.827  -3.955  2.590
H  0.093  -7.722  -4.460
H  0.684  0.354  -2.688
H  -0.589  2.346  6.777
H  -7.879  -3.347  2.761
H  -1.083  6.976  2.265
H  -0.199  1.120  -7.113
H  -2.888  1.343  -5.364
H  8.040  -2.962  4.110
H  -9.253  -1.484  0.251
H  -1.776  6.900  5.482
H  7.496  -2.830  -3.552
H  4.283  -6.244  -2.948
H  8.113  -3.709  2.460
H  2.213  -2.557  -3.500
H  -7.428  0.004  3.153
H  -0.815  2.228  -3.113
H  5.799  6.362  -0.534
H  0.483  2.520  -6.348
H  1.043  -3.748  -1.832
H  -6.427  0.132  1.698
H  6.521  -1.624  -4.516
H  1.349  1.053  -5.073
H  1.564  3.740  4.190
H  -2.597  -6.264  -2.446
H  1.246  -0.924  -3.630
H  0.449  2.143  -0.116
H  4.455  5.490  -1.433
H  -0.038  1.035  3.189
H  -0.248  3.179  4.301
H  -1.988  0.677  1.895
H  -0.751  5.911  6.704
H  4.423  -1.576  -4.233
H  -4.057  2.569  -1.296
H  0.877  3.454  6.397
H  -1.976  3.237  4.944
H  6.931  -0.811  4.491
H  -7.977  -0.271  -0.145
H  -0.591  -1.171  0.215
H  -2.591  6.284  1.899
H  7.750  1.868  -0.332
H  -5.567  -3.687  5.432
H  -3.659  -3.484  3.762
H  0.356  -0.313  -5.580
H  -9.338  0.047  0.974
H  -2.126  -0.024  -0.698
H  -0.295  -1.223  3.239
H  -2.336  5.392  6.270
H  -1.332  4.558  2.734
H  -1.109  -5.030  -1.464
H  4.271  6.003  0.123
H  -3.223  -1.155  -5.586
H  -3.042  9.453  3.867
H  -1.723  -1.561  2.214
H  -3.573  -1.803  3.916
H  6.934  4.201  -1.327
H  1.408  0.539  2.710
H  6.290  -0.827  -0.325
H  -3.335  1.007  0.048
H  -2.177  0.444  -4.035
H  4.249  1.912  2.026
H  6.312  1.169  3.479
H  6.814  -2.870  0.857
H  -5.810  -5.332  2.535
H  1.289  4.559  2.678
H  -1.514  -1.337  -5.795
H  -2.863  3.756  -0.450
H  0.948  2.206  2.162
H  -5.979  -4.165  1.252

Force components x, y, z for each atom (eV/Å):
S -1.550 -0.382 0.293
S -1.971 -1.320 -2.574
S 1.955 -1.051 -0.630
S -2.799 -3.231 2.196
S 2.070 2.054 -1.288
S 2.796 0.102 0.180
S -1.624 -1.511 1.419
S -0.269 -1.169 1.574
F -1.440 0.262 -0.666
F -0.601 1.505 -0.970
F -1.148 0.267 -0.492
F 0.623 -0.320 -0.450
F 0.433 -1.189 -0.775
F 0.150 0.605 -1.145
F 0.016 -0.037 1.733
F -0.971 -0.819 -1.253
F 0.188 0.331 0.050
F 0.321 0.716 0.058
F 1.246 1.076 -0.458
F -0.411 -0.955 -0.479
F -0.464 0.221 -0.531
F 0.247 0.761 -1.241
F 0.202 0.223 0.081
F 0.072 0.214 -0.553
F -0.305 -1.822 -1.109
F -0.709 1.041 -1.104
F 0.872 0.435 -0.085
F -0.455 -0.653 -0.275
F 0.354 -0.035 -0.412
F 0.468 0.300 0.431
F 0.562 0.563 0.521
F -0.147 0.266 -0.855
O 1.441 1.480 0.662
O -0.247 0.343 -0.719
O -0.002 -0.126 -0.563
O 0.334 -0.396 -0.013
O -0.287 0.065 0.178
O 0.090 -1.267 0.697
O -0.613 0.513 -0.857
O -1.549 -0.845 2.289
O -0.601 1.028 2.173
O 0.391 0.922 0.289
O 0.539 -0.159 -0.639
O -0.067 -1.336 -0.093
O -0.673 -0.438 0.062
O -0.875 2.439 0.995
O 0.318 0.334 -0.214
O 1.490 -0.224 0.178
O -0.292 0.667 1.379
O 0.722 -0.179 0.661
O -1.477 0.410 0.191
O 0.814 0.414 -0.317
O 1.199 1.186 -1.172
O 0.624 0.120 -1.049
O 0.789 0.502 -0.172
O 0.374 -0.090 -0.250
O -1.247 -0.074 -0.032
O 1.586 -0.635 0.203
O 0.510 1.329 -1.910
O -0.926 -1.030 0.192
N 0.380 -1.677 -0.039
N -0.550 -0.236 2.074
N -0.340 -1.343 0.174
N -2.419 -0.388 0.039
N 0.604 0.220 0.505
N 0.381 -2.850 -0.712
N 0.201 -1.347 -0.328
N 0.413 0.110 1.043
C -0.087 0.323 1.535
C -1.674 1.679 -0.892
C 0.833 -0.721 2.245
C 1.036 1.477 -0.831
C -1.123 -1.464 -1.586
C 0.241 -0.352 2.419
C 0.200 -0.195 -0.603
C 0.187 -2.434 0.794
C 1.777 2.203 -0.619
C -1.908 -1.268 1.685
C 0.757 -0.494 0.238
C -0.539 -1.246 -1.314
C -0.670 -2.445 -1.344
C 0.025 -2.244 0.673
C 2.289 -0.121 0.386
C 0.567 0.648 -0.353
C 1.297 0.193 0.003
C 1.970 0.390 1.947
C -1.878 1.169 -0.414
C 0.234 -0.448 2.340
C -1.276 -1.423 -0.382
C 0.132 -0.774 -0.039
C -0.220 1.213 -0.299
C 2.650 0.483 -1.617
C -0.735 -0.711 0.138
C 2.625 0.238 -0.605
C 1.304 0.198 0.324
C -1.039 -0.145 0.764
C 0.344 -1.372 -2.793
C -0.546 1.228 0.185
C -0.910 0.390 0.292
C -0.115 0.918 0.947
C 0.195 0.596 -2.209
C 0.381 1.065 1.642
C -0.304 -1.480 -0.807
C -1.564 -0.867 0.748
C -0.732 -1.170 -0.703
C 2.522 -0.171 0.394
C 0.646 0.308 1.233
C 1.316 0.246 -1.231
C 1.784 -0.794 -1.239
C 1.303 -0.461 -0.076
C -0.022 0.309 -1.167
C -0.793 -2.316 0.971
C 0.423 -1.253 -1.032
C -1.503 0.637 -0.584
C -1.608 1.137 -0.035
C -0.821 0.154 1.365
C 0.023 -2.200 -0.193
C -0.629 -1.000 -1.468
C 0.330 -1.593 -0.346
C -1.142 0.958 -1.280
C 1.219 0.596 0.395
C -1.186 2.221 0.048
C 2.217 -0.803 1.643
C -0.550 -0.718 1.140
C -0.086 1.972 0.907
C 0.300 -1.340 0.232
C -0.495 1.002 1.630
C -0.418 -1.270 -3.622
C -0.508 -0.576 -0.269
C 0.026 0.142 0.735
C -1.502 -0.346 0.922
C -0.333 2.205 0.956
H 0.071 0.904 -0.585
H 0.142 0.748 0.313
H 0.372 -0.306 1.516
H -0.088 0.180 -0.356
H -0.227 -0.426 -0.248
H -0.731 -0.520 -0.518
H -0.304 -0.564 1.160
H 0.273 -0.961 -0.968
H -0.859 -0.516 -0.451
H -0.214 -0.104 -0.096
H 0.521 -0.148 -0.669
H -0.209 0.000 0.669
H -1.113 -0.198 -0.003
H 1.111 1.843 -1.557
H -2.183 1.679 0.623
H 0.646 0.526 0.322
H -0.371 0.845 -0.094
H -0.332 0.235 0.645
H -0.433 2.061 0.044
H -0.643 0.386 0.434
H 0.045 0.466 0.572
H -0.059 -0.538 -0.172
H 0.357 0.142 0.523
H -0.524 0.276 0.259
H 0.278 0.315 -0.200
H -1.043 0.496 0.034
H -0.149 -0.455 0.214
H -0.827 0.412 -0.217
H -0.497 -0.467 0.357
H 0.327 -0.689 -0.122
H 0.493 -0.213 -0.093
H 1.156 0.189 -1.099
H 1.001 -0.190 0.733
H -0.614 -0.062 0.231
H -0.185 -0.041 0.128
H 0.234 -0.460 -0.578
H 0.117 1.073 -0.537
H -0.347 0.187 -0.845
H -0.333 -0.043 0.345
H -0.514 0.189 -0.076
H -0.439 -0.011 0.200
H -0.273 0.280 -0.291
H 0.727 1.212 -0.662
H -0.184 -0.189 -0.512
H 1.076 0.875 -0.041
H -0.067 0.359 -0.236
H 1.027 -0.455 0.287
H 1.203 0.153 1.170
H 0.185 0.343 -0.298
H 0.538 -0.761 0.809
H 0.822 0.150 1.239
H -0.201 0.653 -0.277
H -0.096 0.109 0.304
H 0.130 0.103 -0.622
H -0.319 0.701 -0.532
H -0.431 -0.555 0.165
H 0.881 -0.137 -0.416
H 0.909 0.658 0.192
H -0.344 -0.941 0.085
H -0.135 0.648 -0.879
H 0.258 -0.342 0.836
H -0.004 -0.250 0.352
H 0.126 -0.605 0.585
H -0.330 -0.113 -0.464
H 0.405 -0.682 -0.016
H 0.501 0.233 -0.025
H 0.112 0.195 -1.219
H -0.706 0.850 -0.060
H -0.582 -0.070 -0.077
H 0.126 -0.024 0.138
H 0.152 0.382 -0.487
H 0.198 0.310 -0.042
H 0.843 0.917 0.003
H -1.332 -0.336 -0.199
H 1.572 0.597 0.394
H 0.046 -0.715 -0.175
H -0.582 -0.132 0.592
H 0.592 -0.032 0.640
H 0.018 0.275 -0.207
H -0.678 0.728 -0.275
H 0.252 0.908 -0.751
H 0.025 -0.540 -0.027
H 0.336 -0.950 -1.372
H -0.828 1.579 0.984
H -0.076 0.619 0.424
H -0.047 0.019 0.658
H -0.059 0.010 -0.446
H -0.694 0.904 0.479
H 0.058 -0.128 -0.908
H -0.364 0.173 0.534
H -1.123 -0.372 0.669
H 0.055 1.219 1.543
H -1.010 -0.029 0.461
H 0.085 1.000 0.041
H 0.632 -0.089 0.197
H 0.478 0.439 -0.868
H 0.402 0.220 0.170
H 0.039 -0.329 0.675
H -0.121 -0.527 0.094
H 0.230 0.910 -0.198
H 0.091 0.045 -0.107
H -0.145 -0.548 0.000
H -0.091 0.186 -0.066
H -0.377 0.326 0.352
H -0.528 0.004 -0.462
H -0.279 -0.439 -0.589
H -0.011 0.499 -0.013
H -0.001 0.284 0.882

Values from the calculation:
Spin multiplicity   1
Electronic energy   -289265.36356 eV
HOMO energy   -8.556 eV
Maximum force   0.09346 hartree/bohr
Gap between HOMO and LUMO   6.88 eV

---

# 2
Below is 2 unconnected molecules or ions with the total composition C5H9N2O, with properties calculated with ωB97M-V/def2-TZVPD.

Cartesian coordinates (Å):
O  -0.693  -0.564  -0.393
N  4.415  0.814  0.043
N  -2.897  1.317  0.485
C  -2.969  0.201  -0.432
C  2.447  -0.744  -0.085
C  -1.791  -0.580  0.115
C  3.405  0.036  0.005
C  1.377  -1.540  -0.099
H  -2.795  0.490  -1.470
H  0.987  -1.935  0.823
H  -2.635  2.195  0.064
H  -3.897  -0.368  -0.351
H  4.808  1.122  0.926
H  1.039  -1.968  -1.029
H  -3.680  1.421  1.112
H  4.852  1.147  -0.810
H  -1.975  -1.043  1.096

Force components x, y, z for each atom (eV/Å):
O 0.237 -0.024 -0.240
N 0.080 0.100 -0.023
N -0.243 0.428 0.376
C 0.354 -0.323 -0.001
C -0.567 -0.037 0.219
C -0.381 0.151 -0.180
C 0.028 -0.067 -0.108
C 0.733 -0.088 -0.147
H -0.033 -0.065 0.093
H -0.100 -0.009 0.149
H -0.071 -0.075 0.017
H 0.043 0.093 -0.011
H -0.051 -0.004 -0.073
H -0.105 0.013 -0.063
H 0.001 0.057 -0.172
H -0.029 -0.050 0.099
H 0.104 -0.099 0.065

Values from the calculation:
Spin multiplicity   1
Electronic energy   -10348.59233 eV
HOMO energy   -12.430 eV
Maximum force   0.01463 hartree/bohr
Gap between HOMO and LUMO   7.31 eV
Total charge   +1